(1)
{
  "formula": "C4H6N2O",
  "method": "the ωB97M-V functional and the def2-TZVPD basis",
  "elements": ["C", "C", "N", "C", "C", "O", "N", "H", "H", "H", "H", "H", "H"],
  "positions_angstrom": [[-1.551, 1.257, -0.676], [-0.427, 0.366, -0.273], [0.812, 0.559, -0.443], [1.463, -0.626, 0.116], [0.410, -1.536, 0.755], [2.455, -0.224, 1.019], [-0.684, -0.874, 0.423], [-1.153, 2.103, -1.238], [-2.075, 1.634, 0.210], [-2.279, 0.723, -1.297], [1.889, -1.186, -0.738], [2.760, -1.028, 1.460], [-1.619, -1.168, 0.681]],
  "atomic_forces_ev_per_a": [[0.0, 0.0, 0.0], [0.2, 0.1, -0.1], [-0.4, -0.1, 0.1], [0.0, -0.1, -0.1], [-0.3, 0.4, -0.2], [0.1, -0.2, 0.0], [0.1, -0.2, 0.2], [-0.1, -0.1, 0.1], [0.1, -0.1, -0.1], [0.1, 0.0, 0.1], [-0.1, 0.0, 0.1], [0.0, 0.1, 0.0], [0.1, 0.0, 0.0]],
  "relative_energy_kj_mol": 259.8,
  "orbital_gap_ev": 9.645,
  "total_energy_ha": -340.6959,
  "charge": 0,
  "homo_energy_ev": -9.03
}

(2)
{
  "formula": "C25H48B2N6O5S",
  "method": "the ωB97M-V functional and the def2-TZVPD basis",
  "elements": ["C", "O", "C", "C", "C", "C", "N", "C", "C", "C", "C", "B", "O", "O", "C", "O", "N", "C", "S", "B", "O", "N", "C", "C", "H", "H", "H", "H", "H", "H", "H", "H", "H", "H", "H", "H", "H", "H", "H", "H", "H", "H", "H", "H", "H", "H", "H", "H", "H", "H", "H", "C", "C", "C", "C", "N", "H", "H", "H", "H", "H", "H", "H", "C", "C", "C", "C", "N", "H", "H", "H", "H", "H", "H", "H", "C", "C", "C", "C", "N", "H", "H", "H", "H", "H", "H", "H"],
  "positions_angstrom": [[-2.368, -0.634, 1.189], [-1.041, -0.777, 0.700], [-0.902, -0.352, -0.665], [-0.506, -1.594, -1.488], [-0.847, -1.538, -3.002], [-0.038, -0.527, -3.800], [-0.379, -0.473, -5.283], [-1.303, -1.241, -5.743], [-2.779, -0.867, -5.861], [-0.950, -2.634, -6.300], [-0.172, 0.999, -3.463], [-1.605, 1.622, -3.783], [-2.762, 1.188, -3.096], [-1.819, 2.597, -4.766], [0.931, 1.514, -4.445], [1.045, 2.593, -4.949], [1.879, 0.482, -4.681], [1.527, -0.655, -3.815], [2.125, -2.308, -4.365], [2.355, -0.286, -2.462], [3.256, -1.262, -1.930], [2.255, 0.982, -1.728], [3.183, 2.025, -2.212], [2.441, 0.746, -0.287], [-3.143, -0.652, 0.416], [-2.408, 0.256, 1.841], [-2.571, -1.494, 1.845], [-0.044, 0.339, -0.653], [-1.796, 0.157, -1.036], [0.535, -1.897, -1.291], [-1.110, -2.422, -1.083], [-0.713, -2.561, -3.377], [-1.929, -1.353, -3.068], [-3.353, -1.782, -6.064], [-2.883, -0.228, -6.750], [-3.188, -0.402, -4.960], [-1.532, -2.849, -7.214], [0.100, -2.682, -6.593], [-1.167, -3.435, -5.584], [0.061, 1.318, -2.436], [-3.135, 1.950, -2.643], [-1.305, 3.381, -4.545], [2.120, 0.268, -5.638], [1.745, -3.101, -3.333], [4.106, -1.101, -2.351], [4.110, 1.967, -1.611], [3.397, 1.959, -3.279], [2.748, 3.005, -1.961], [1.911, -0.159, 0.042], [1.975, 1.575, 0.265], [3.500, 0.622, -0.027], [-2.220, -3.264, 6.690], [-1.783, -2.021, 5.922], [-2.954, -1.123, 5.516], [-3.883, -1.857, 4.634], [-4.601, -2.425, 3.941], [-2.862, -3.905, 6.083], [-1.353, -3.857, 6.984], [-2.767, -2.993, 7.596], [-1.231, -2.328, 5.030], [-1.095, -1.441, 6.540], [-2.587, -0.244, 4.981], [-3.499, -0.782, 6.398], [-3.819, 4.436, 3.469], [-2.480, 4.455, 2.740], [-2.010, 3.058, 2.322], [-1.833, 2.196, 3.506], [-1.696, 1.528, 4.428], [-3.759, 3.874, 4.403], [-4.129, 5.451, 3.721], [-4.598, 3.988, 2.849], [-1.729, 4.918, 3.382], [-2.567, 5.078, 1.848], [-1.057, 3.121, 1.794], [-2.737, 2.592, 1.655], [6.555, -1.019, 3.844], [5.059, -1.246, 4.025], [4.233, -0.759, 2.831], [4.419, 0.691, 2.629], [4.569, 1.819, 2.479], [6.792, 0.042, 3.758], [7.105, -1.407, 4.702], [6.923, -1.526, 2.950], [4.727, -0.736, 4.932], [4.872, -2.312, 4.170], [3.173, -0.953, 2.997], [4.531, -1.280, 1.919]],
  "atomic_forces_ev_per_a": [[0.3, -0.6, 1.1], [-0.7, 0.3, -0.6], [1.4, -0.5, 0.5], [-0.8, -0.1, -0.3], [0.2, -0.2, 0.8], [0.5, 1.6, -1.1], [-2.1, -2.0, 1.4], [0.7, -0.3, -0.5], [0.3, -0.8, -0.3], [-0.3, 0.5, -1.0], [-0.1, 0.5, -0.4], [-0.6, 0.0, -1.1], [1.3, -0.1, 0.2], [-0.3, -0.2, 1.6], [0.2, -0.8, 0.3], [-0.2, 0.6, 0.0], [0.1, -0.3, 0.7], [-0.2, -0.4, 1.4], [-0.2, 0.1, -1.0], [0.4, -0.6, 0.8], [-0.8, 0.8, -0.4], [0.5, -1.1, -0.4], [-0.3, 0.6, 1.1], [-0.4, 0.1, 0.1], [0.2, 0.3, 0.0], [-0.4, -0.1, -0.5], [0.0, 0.2, -0.1], [-0.5, 0.1, -0.2], [0.1, -0.2, 0.0], [-0.1, 0.3, -0.1], [0.2, 0.2, -0.1], [0.2, 0.3, -0.2], [0.3, 0.3, -0.2], [0.0, 0.2, 0.0], [-0.1, 0.1, 0.4], [0.3, 0.3, -0.2], [0.0, 0.0, 0.4], [-0.1, 0.1, 0.4], [0.0, 0.2, 0.1], [0.3, -0.4, -0.3], [-0.5, 0.0, -0.3], [0.6, 0.0, -0.7], [-0.1, 0.2, -0.1], [0.1, 0.7, 0.0], [0.3, -0.3, 0.1], [0.0, -0.1, -0.5], [-0.1, 0.0, 0.2], [0.2, -0.1, -0.4], [0.1, 0.1, -0.2], [0.4, -0.1, 0.0], [-0.2, 0.2, 0.1], [0.1, 0.0, 0.0], [0.1, -0.2, 0.2], [0.0, -0.4, -0.3], [0.1, 0.4, 0.3], [0.0, -0.1, -0.1], [0.0, 0.0, 0.0], [0.0, 0.0, 0.0], [0.0, 0.0, 0.0], [0.0, 0.1, 0.0], [0.0, 0.1, -0.1], [-0.2, -0.2, 0.2], [-0.1, 0.0, 0.0], [0.0, 0.0, 0.0], [-0.2, 0.2, 0.1], [0.1, 0.1, 0.4], [0.0, 0.1, -0.6], [0.1, 0.2, 0.0], [0.0, 0.0, 0.0], [0.0, 0.0, 0.0], [0.0, 0.0, 0.0], [0.1, 0.0, -0.1], [0.1, -0.1, 0.0], [0.0, -0.1, 0.0], [0.0, -0.1, 0.0], [0.0, 0.0, 0.0], [0.3, -0.1, 0.1], [0.1, 0.3, 0.2], [-0.2, -0.5, -0.1], [0.0, 0.1, 0.0], [0.0, 0.0, -0.1], [0.0, 0.0, 0.0], [0.0, 0.0, 0.0], [-0.1, 0.0, 0.0], [-0.1, 0.0, 0.0], [0.0, 0.1, -0.1], [0.0, 0.0, 0.0]],
  "orbital_gap_ev": 7.605,
  "total_energy_ha": -2134.0206,
  "charge": 0,
  "homo_energy_ev": -7.60
}

(3)
{
  "formula": "C45H45N2O",
  "method": "the ωB97M-V functional and the def2-TZVPD basis",
  "elements": ["C", "C", "C", "C", "C", "C", "N", "C", "C", "C", "C", "C", "C", "C", "C", "C", "C", "O", "N", "C", "C", "C", "C", "C", "C", "C", "C", "C", "C", "C", "C", "C", "C", "H", "H", "H", "H", "H", "H", "H", "H", "H", "H", "H", "H", "H", "H", "H", "H", "H", "H", "H", "H", "H", "H", "H", "H", "H", "H", "H", "H", "H", "H", "H", "H", "C", "C", "C", "C", "C", "C", "C", "C", "C", "C", "C", "C", "C", "C", "C", "H", "H", "H", "H", "H", "H", "H", "H", "H", "H", "H", "H", "H"],
  "positions_angstrom": [[-5.873, 1.731, 0.134], [-4.472, 1.930, 0.626], [-3.451, 2.193, -0.289], [-2.110, 2.402, 0.131], [-1.114, 2.996, -0.822], [-1.793, 2.125, 1.470], [-0.436, 2.085, 1.910], [0.531, 1.248, 1.452], [0.549, 0.428, 0.237], [-0.510, -0.766, -0.225], [-1.765, -0.167, -1.128], [-1.152, -1.285, 1.071], [-0.727, -1.126, 2.399], [-1.622, -1.355, 3.463], [-2.943, -1.684, 3.199], [-3.359, -1.845, 1.893], [-2.449, -1.771, 0.848], [1.542, 0.567, -0.540], [1.706, 1.612, 2.043], [3.033, 1.172, 1.726], [3.477, -0.131, 2.019], [2.586, -1.181, 2.597], [4.824, -0.456, 1.801], [5.720, 0.493, 1.315], [7.146, 0.116, 1.095], [5.267, 1.782, 1.028], [3.924, 2.135, 1.226], [3.505, 3.535, 0.884], [1.427, 2.614, 2.970], [0.136, 2.900, 2.889], [-2.812, 1.984, 2.425], [-2.541, 1.943, 3.896], [-4.133, 1.829, 1.974], [-6.568, 1.633, 0.972], [-6.193, 2.577, -0.488], [-5.946, 0.824, -0.485], [-3.695, 2.242, -1.355], [-0.849, 4.023, -0.529], [-0.178, 2.432, -0.888], [-1.545, 3.030, -1.832], [-2.646, 0.350, -0.691], [-1.328, 0.431, -1.901], [-2.085, -1.075, -1.656], [0.319, -0.831, 2.583], [-1.245, -1.164, 4.464], [-3.663, -1.597, 3.994], [-4.397, -1.967, 1.620], [-2.816, -2.049, -0.156], [3.177, -2.040, 2.944], [2.015, -0.828, 3.465], [1.906, -1.592, 1.840], [5.155, -1.476, 2.020], [7.754, 1.013, 0.977], [7.521, -0.472, 1.936], [7.238, -0.491, 0.190], [5.958, 2.532, 0.630], [4.364, 4.041, 0.420], [2.681, 3.570, 0.154], [3.218, 4.136, 1.762], [2.238, 3.042, 3.541], [-0.500, 3.633, 3.367], [-3.498, 1.779, 4.411], [-1.869, 1.118, 4.173], [-2.135, 2.893, 4.276], [-4.909, 1.627, 2.713], [0.190, -1.693, -1.109], [0.088, -3.080, -0.590], [1.174, -3.435, 0.202], [1.511, -4.791, 0.270], [0.780, -5.749, -0.438], [-0.442, -5.374, -1.008], [-0.794, -4.024, -1.120], [0.160, -1.792, -2.668], [0.393, -0.707, -3.448], [-0.114, -0.498, -4.780], [0.297, 0.711, -5.385], [-0.166, 1.067, -6.651], [-1.103, 0.251, -7.321], [-1.566, -0.933, -6.699], [-1.053, -1.323, -5.456], [1.139, -1.189, -0.886], [1.795, -2.619, 0.575], [2.428, -5.019, 0.786], [1.152, -6.766, -0.577], [-1.084, -6.111, -1.479], [-1.678, -3.659, -1.669], [0.265, -2.791, -3.180], [0.952, 0.124, -3.010], [1.016, 1.338, -4.851], [0.216, 1.970, -7.140], [-1.485, 0.526, -8.323], [-2.303, -1.553, -7.231], [-1.355, -2.278, -5.002]],
  "atomic_forces_ev_per_a": [[-0.3, -0.1, 0.0], [0.6, -0.3, -0.3], [0.5, 0.9, 0.7], [-0.8, 0.1, 0.2], [0.2, -0.2, -0.5], [-1.3, 0.4, -0.3], [1.4, -0.4, 0.3], [0.6, 2.2, 0.3], [1.5, -2.0, -4.6], [-3.3, 4.4, 1.6], [0.7, -0.9, 0.3], [-1.0, -0.4, -0.5], [0.0, -0.1, -0.5], [0.8, 0.2, -0.7], [0.2, 1.0, 0.4], [0.3, -0.4, -0.7], [-0.6, -0.3, 0.5], [-2.9, 0.4, 3.1], [-1.5, 0.0, 0.2], [1.5, -0.3, 0.1], [0.4, 0.3, 0.1], [0.0, -0.5, 0.2], [-0.7, 0.4, -0.1], [-0.2, 0.1, 0.0], [0.2, 0.0, -0.1], [-0.5, -0.3, 0.1], [0.2, -0.2, 0.0], [0.1, 0.5, -0.3], [1.7, -0.7, -0.3], [-2.0, 0.3, -0.7], [-0.5, -0.7, -0.4], [-0.3, -0.2, 0.6], [0.5, 0.4, 0.2], [0.0, 0.0, -0.2], [0.1, -0.2, 0.2], [0.0, 0.2, 0.2], [0.2, 0.3, 0.3], [-0.2, -0.3, 0.0], [-0.1, 0.2, -0.1], [0.2, 0.0, 0.3], [1.3, -1.0, 0.1], [0.2, 0.6, -0.5], [-0.1, 0.4, 0.1], [-1.1, -0.2, 0.2], [-0.3, -0.2, 0.0], [-0.2, -0.4, 0.2], [-0.1, -0.4, 0.3], [0.4, 0.5, 0.8], [-0.1, 0.3, -0.1], [0.1, 0.0, -0.2], [0.1, 0.4, 0.5], [-0.1, 0.4, 0.0], [0.1, -0.1, 0.0], [0.1, 0.1, -0.1], [0.1, 0.1, 0.1], [-0.2, -0.3, 0.2], [-0.4, -0.1, 0.2], [0.1, -0.1, 0.3], [0.1, -0.2, -0.3], [-0.3, -0.1, 0.1], [0.5, -0.1, 0.0], [0.4, 0.0, 0.0], [-0.1, 0.4, -0.1], [-0.2, -0.4, -0.1], [0.2, 0.2, -0.2], [2.1, -1.1, -1.4], [1.2, -0.3, -0.1], [-0.6, -1.3, -0.6], [0.2, 0.5, -0.1], [-0.3, 0.3, 0.3], [-0.1, 0.3, -0.4], [0.4, 0.0, 0.5], [0.6, 0.8, -0.1], [-0.2, -1.0, 1.3], [0.1, 0.5, -1.5], [-0.3, -0.5, -0.4], [-0.3, -0.3, -0.5], [0.0, -0.1, 0.5], [0.5, 0.4, -0.2], [0.3, 0.3, 0.1], [1.0, -1.8, -0.8], [0.0, -0.8, -0.2], [0.2, -0.5, 0.0], [-0.2, 0.3, 0.4], [0.2, 0.0, 0.1], [0.5, -0.5, 0.2], [-1.3, 0.9, 0.9], [-0.8, 0.3, 0.2], [-0.3, -0.1, -0.2], [-0.2, -0.3, 0.2], [0.3, -0.1, 0.8], [0.4, 0.3, 0.4], [0.0, 0.6, -0.2]],
  "relative_energy_kj_mol": 199.6,
  "orbital_gap_ev": 6.001,
  "total_energy_ha": -1926.1702,
  "charge": 1,
  "homo_energy_ev": -9.79
}

(4)
{
  "formula": "C6H13N",
  "method": "the ωB97M-V functional and the def2-TZVPD basis",
  "elements": ["C", "C", "C", "C", "C", "C", "N", "H", "H", "H", "H", "H", "H", "H", "H", "H", "H", "H", "H", "H"],
  "positions_angstrom": [[0.312, 1.679, -2.004], [0.546, 0.517, -1.038], [-0.362, -0.415, -0.634], [-1.667, -0.529, -1.239], [-0.312, -1.031, 0.694], [0.804, -0.886, 1.690], [0.606, 0.460, 2.419], [1.305, 2.046, -1.914], [0.214, 1.251, -3.058], [-0.492, 2.302, -1.600], [1.483, 0.358, -0.678], [-1.767, -1.365, -1.900], [-2.493, -0.157, -0.586], [-1.784, 0.247, -2.115], [-1.172, -0.756, 1.279], [-0.150, -2.051, 0.296], [0.801, -1.715, 2.377], [1.780, -0.977, 1.212], [1.219, 0.477, 3.241], [0.885, 1.114, 1.699]],
  "atomic_forces_ev_per_a": [[0.6, -2.9, -0.5], [-3.9, -1.4, -0.9], [1.6, 4.2, 0.3], [-2.0, 3.6, -2.9], [1.8, -2.7, -0.2], [0.5, 2.1, 0.3], [0.5, -2.2, -0.6], [0.5, 1.7, -0.5], [-0.4, 1.1, 1.2], [0.3, 0.1, -0.7], [2.7, 0.3, 1.4], [-0.7, -1.4, 0.6], [0.3, -1.4, -0.3], [0.6, -0.8, 1.5], [-1.0, -0.7, -0.2], [-1.3, -0.8, 1.3], [-0.5, -0.1, 0.5], [0.3, 0.3, -0.2], [-0.1, 0.4, -0.7], [0.2, 0.6, 0.5]],
  "relative_energy_kj_mol": 243.0,
  "orbital_gap_ev": 9.412,
  "total_energy_ha": -291.0662,
  "charge": 0,
  "homo_energy_ev": -8.36
}

What is the formula in the first record?
C4H6N2O